No. 1
# C24H50O8S

C24H50O8S as an isolated structure (ωB97M-V/def2-TZVPD, the OMol25 dataset).

The value obtained for the HOMO-LUMO gap is 9.193 eV. The total charge is 0.

Each line ends with the Löwdin charge.
Atoms and positions in Å:
1 C -1.374 1.143 0.814  -0.111
2 O -0.183 0.409 0.995  -0.191
3 C -0.410 -0.988 1.163  -0.153
4 C 0.909 -1.687 1.508  -0.142
5 C 1.870 -0.925 2.453  -0.195
6 C 3.124 -0.346 1.788  -0.206
7 C 3.799 0.836 2.523  -0.204
8 C 3.611 2.190 1.824  -0.217
9 C 4.638 2.476 0.720  -0.217
10 C 4.563 3.887 0.118  -0.209
11 C 3.167 4.231 -0.417  -0.205
12 C 2.625 3.272 -1.498  -0.154
13 C 1.290 2.753 -1.051  -0.223
14 O 0.582 2.153 -2.152  -0.359
15 S -0.801 1.341 -2.022  0.912
16 O -1.834 2.296 -1.657  -0.417
17 O -0.406 0.485 -0.710  -0.399
18 H -1.884 0.898 -0.135  0.098
19 H -1.086 2.197 0.809  0.129
20 H -2.074 0.958 1.649  0.137
21 H -1.189 -1.170 1.928  0.124
22 H -0.815 -1.378 0.214  0.138
23 H 1.440 -1.941 0.581  0.117
24 H 0.621 -2.644 1.972  0.099
25 H 1.315 -0.107 2.941  0.112
26 H 2.166 -1.609 3.266  0.113
27 H 3.866 -1.154 1.677  0.112
28 H 2.864 -0.036 0.758  0.108
29 H 4.877 0.633 2.646  0.106
30 H 3.414 0.899 3.557  0.108
31 H 2.584 2.225 1.419  0.091
32 H 3.666 3.009 2.569  0.119
33 H 4.543 1.704 -0.066  0.108
34 H 5.654 2.343 1.139  0.113
35 H 4.842 4.622 0.895  0.112
36 H 5.324 4.001 -0.675  0.114
37 H 2.459 4.287 0.424  0.082
38 H 3.194 5.259 -0.811  0.114
39 H 3.320 2.441 -1.678  0.116
40 H 2.513 3.791 -2.461  0.122
41 H 0.660 3.570 -0.666  0.127
42 H 1.407 1.974 -0.286  0.106
43 H -0.365 1.039 0.094  -0.180
44 C -1.028 -5.727 1.972  -0.021
45 C -1.992 -4.585 1.743  -0.488
46 O -1.874 -3.530 2.329  0.052
47 C -3.097 -4.841 0.752  -0.018
48 H -0.274 -5.443 2.702  0.080
49 H -1.574 -6.609 2.314  0.086
50 H -0.552 -6.008 1.029  0.086
51 H -3.691 -5.701 1.062  0.059
52 H -2.673 -5.098 -0.221  0.089
53 H -3.729 -3.960 0.664  0.085
54 C -6.410 -8.909 -0.651  -0.024
55 C -6.462 -7.724 0.282  -0.493
56 O -5.468 -7.293 0.825  0.056
57 C -7.821 -7.104 0.502  -0.023
58 H -5.389 -9.275 -0.737  0.082
59 H -7.064 -9.703 -0.285  0.085
60 H -6.792 -8.627 -1.635  0.086
61 H -8.513 -7.850 0.899  0.085
62 H -8.240 -6.775 -0.452  0.086
63 H -7.743 -6.263 1.187  0.083
64 C -0.348 7.653 2.202  -0.024
65 C 0.131 6.319 1.682  -0.493
66 O 0.744 6.215 0.643  0.069
67 C -0.191 5.116 2.535  -0.017
68 H -0.061 8.445 1.514  0.083
69 H -1.433 7.637 2.326  0.085
70 H 0.072 7.842 3.192  0.085
71 H -1.272 5.025 2.663  0.088
72 H 0.231 5.240 3.535  0.087
73 H 0.208 4.214 2.075  0.065
74 C 1.443 -0.073 -7.233  -0.029
75 C 2.013 0.816 -6.150  -0.499
76 O 3.200 0.841 -5.907  0.065
77 C 1.018 1.663 -5.393  -0.025
78 H 2.240 -0.637 -7.712  0.079
79 H 0.703 -0.753 -6.807  0.082
80 H 0.913 0.532 -7.972  0.082
81 H 0.275 1.024 -4.911  0.068
82 H 0.482 2.315 -6.085  0.089
83 H 1.532 2.258 -4.637  0.070

=====

No. 2
# C24H51AlN3O31S

C24H51AlN3O31S as an isolated structure (ωB97M-V/def2-TZVPD, the OMol25 dataset).

The value obtained for the HOMO-LUMO gap is 3.235 eV. The total charge is +1. The calculation puts the energy above the lowest of the compared OMol25 structures with the same formula, charge and spin at 337.57 kJ/mol.

Each line ends with the Löwdin charge.
Atoms and positions in Å:
1 Al -7.386 26.500 -5.035  1.373
2 S -6.202 23.528 -5.751  0.168
3 O -5.155 24.478 -5.464  -0.122
4 O -7.060 24.193 -6.777  -0.178
5 O -5.677 22.255 -6.208  -0.247
6 O -6.958 23.415 -4.550  -0.185
7 C -9.458 25.012 -9.040  -0.072
8 O -10.169 26.194 -9.130  0.000
9 C -10.125 27.077 -8.083  -0.511
10 O -9.486 26.925 -7.053  0.027
11 O -10.867 28.175 -8.308  0.011
12 C -11.468 28.463 -9.528  -0.047
13 H -8.470 25.114 -9.490  0.100
14 H -9.882 24.231 -9.670  0.105
15 H -9.246 24.514 -8.094  0.080
16 H -11.439 29.536 -9.717  0.102
17 H -12.519 28.174 -9.519  0.106
18 H -10.899 27.966 -10.314  0.101
19 C -1.954 28.299 -7.256  -0.070
20 O -3.216 28.311 -6.719  -0.032
21 C -3.572 27.385 -5.699  -0.475
22 O -4.710 27.445 -5.261  0.036
23 O -2.594 26.517 -5.474  -0.001
24 C -2.548 25.764 -4.339  -0.054
25 H -1.799 29.064 -8.016  0.110
26 H -1.726 27.267 -7.523  0.099
27 H -1.319 28.635 -6.437  0.101
28 H -3.403 25.879 -3.674  0.085
29 H -1.594 26.026 -3.881  0.119
30 H -2.467 24.712 -4.612  0.078
31 C -4.269 25.362 -8.642  0.000
32 O -4.506 26.762 -8.983  0.009
33 C -5.623 27.474 -8.618  -0.508
34 O -6.454 27.179 -7.752  0.006
35 O -5.794 28.641 -9.249  0.019
36 C -6.955 29.500 -8.894  0.020
37 H -5.188 24.784 -8.546  0.078
38 H -3.793 25.245 -7.668  0.065
39 H -3.689 24.926 -9.456  0.110
40 H -6.695 30.038 -7.982  0.095
41 H -7.888 28.990 -8.657  0.077
42 H -7.092 30.321 -9.598  0.099
43 C -8.779 22.714 -1.510  -0.086
44 O -9.289 23.826 -0.933  0.023
45 C -8.928 25.081 -1.310  -0.463
46 O -8.372 25.381 -2.423  -0.014
47 O -9.271 25.879 -0.308  0.038
48 C -9.211 27.264 -0.497  -0.030
49 H -9.020 22.584 -2.565  0.098
50 H -9.257 21.895 -0.974  0.113
51 H -7.703 22.600 -1.380  0.075
52 H -9.302 27.777 0.461  0.111
53 H -10.077 27.512 -1.110  0.107
54 H -8.330 27.637 -1.020  0.082
55 C -5.438 23.833 -1.299  0.014
56 O -5.593 25.136 -0.675  0.038
57 C -5.568 26.241 -1.334  -0.573
58 O -5.601 26.371 -2.578  0.004
59 O -5.429 27.262 -0.439  -0.006
60 C -5.277 28.647 -0.880  -0.007
61 H -4.388 23.838 -1.593  0.109
62 H -6.136 23.709 -2.127  0.058
63 H -5.509 22.984 -0.619  0.108
64 H -6.247 29.134 -0.977  0.084
65 H -4.662 28.787 -1.769  0.096
66 H -4.842 29.133 -0.007  0.098
67 C -4.547 19.160 -6.600  -0.098
68 O -3.562 18.378 -6.034  0.003
69 C -2.285 18.490 -6.592  -0.509
70 O -1.973 19.244 -7.471  0.122
71 O -1.439 17.655 -5.945  -0.011
72 C -0.080 17.440 -6.338  -0.026
73 H -4.327 20.210 -6.407  0.060
74 H -5.546 18.935 -6.225  0.096
75 H -4.496 19.206 -7.688  0.091
76 H -0.122 17.322 -7.421  0.102
77 H 0.399 16.597 -5.840  0.094
78 H 0.576 18.231 -5.972  0.094
79 C -5.952 20.529 -3.616  -0.038
80 O -5.138 19.334 -3.513  0.008
81 C -4.538 19.099 -2.333  -0.577
82 O -4.519 19.864 -1.405  0.115
83 O -3.968 17.866 -2.386  -0.009
84 C -3.063 17.523 -1.290  -0.004
85 H -6.862 20.546 -3.017  0.096
86 H -6.269 20.607 -4.656  0.049
87 H -5.470 21.478 -3.380  0.079
88 H -3.204 16.460 -1.093  0.094
89 H -3.427 18.027 -0.395  0.088
90 H -2.054 17.775 -1.618  0.100
91 C -6.480 20.835 -8.999  0.023
92 N -5.924 21.354 -10.271  -0.453
93 O -4.909 20.806 -10.629  0.076
94 O -6.444 22.261 -10.857  0.077
95 H -5.915 21.073 -8.098  0.059
96 H -6.481 19.747 -9.057  0.107
97 H -7.463 21.300 -8.930  0.084
98 C -2.485 22.326 -6.804  0.037
99 N -1.474 23.398 -6.792  -0.380
100 O -0.648 23.503 -5.840  0.036
101 O -1.462 24.201 -7.759  0.033
102 H -1.897 21.507 -7.218  0.096
103 H -3.211 22.506 -7.597  0.098
104 H -2.857 22.220 -5.785  0.105
105 C -8.908 20.589 -6.163  0.068
106 N -8.802 19.418 -7.135  -0.400
107 O -9.141 19.540 -8.321  0.045
108 O -8.349 18.371 -6.627  0.047
109 H -9.977 20.799 -6.169  0.106
110 H -8.194 21.312 -6.560  0.069
111 H -8.665 20.141 -5.200  0.089

=====

No. 3
# C24H51Cl12O3S

A 7-piece molecular cluster, C24H51Cl12O3S overall (ωB97M-V/def2-TZVPD, the OMol25 dataset).

The value obtained for the HOMO-LUMO gap is 9.098 eV. The total charge is +1.

Each line ends with the Löwdin charge.
Atoms and positions in Å:
1 C -5.142 2.287 -0.568  -0.052
2 C -4.453 3.495 0.011  -0.269
3 O -3.577 4.153 -0.992  -0.373
4 S -2.082 4.063 -0.411  1.171
5 C -1.055 5.193 -1.357  -0.287
6 C -0.789 6.450 -0.541  -0.217
7 C -0.121 6.180 0.826  -0.181
8 C -0.812 6.953 1.940  -0.269
9 O -0.380 8.300 1.816  -0.051
10 C -1.443 2.427 -0.821  -0.274
11 C -0.724 1.851 0.433  -0.239
12 C 0.770 1.750 0.164  -0.199
13 C 1.612 1.249 1.330  -0.165
14 C 1.173 -0.061 2.004  -0.231
15 O 0.516 -0.991 1.176  -0.208
16 C 1.368 -1.516 0.156  -0.098
17 H -5.951 2.573 -1.233  0.082
18 H -5.511 1.671 0.245  0.091
19 H -4.444 1.681 -1.136  0.041
20 H -5.143 4.253 0.363  0.123
21 H -3.840 3.199 0.864  0.040
22 H -0.128 4.661 -1.554  0.104
23 H -1.538 5.392 -2.312  0.114
24 H -1.717 7.000 -0.397  0.119
25 H -0.149 7.086 -1.145  0.127
26 H -0.117 5.120 1.074  0.088
27 H 0.896 6.554 0.785  0.123
28 H -1.897 6.900 1.822  0.110
29 H -0.525 6.544 2.909  0.121
30 H -0.539 8.761 2.644  0.094
31 H -2.246 1.794 -1.180  0.062
32 H -0.737 2.543 -1.639  0.097
33 H -0.927 2.497 1.286  0.087
34 H -1.223 0.908 0.630  0.062
35 H 0.963 1.188 -0.746  0.115
36 H 1.111 2.771 -0.035  0.109
37 H 1.661 2.024 2.093  0.115
38 H 2.636 1.117 0.985  0.109
39 H 0.518 0.165 2.842  0.110
40 H 2.056 -0.537 2.436  0.120
41 H 0.959 -1.243 -0.819  0.087
42 H 2.363 -1.086 0.224  0.080
43 H 1.396 -2.597 0.196  0.059
44 Cl 3.797 -3.644 1.555  0.559
45 C 3.091 -5.251 1.228  -0.644
46 C 3.771 -5.942 0.078  -0.719
47 Cl 3.446 -5.132 -1.480  0.545
48 H 2.031 -5.115 1.038  0.063
49 H 3.211 -5.842 2.134  0.070
50 H 3.396 -6.958 -0.012  0.061
51 H 4.843 -5.975 0.204  -0.006
52 Cl 5.511 -8.154 1.597  0.594
53 C 6.841 -9.086 0.859  -0.648
54 C 6.409 -9.803 -0.394  -0.693
55 Cl 5.265 -11.126 -0.044  0.546
56 H 7.211 -9.782 1.606  0.070
57 H 7.630 -8.375 0.620  0.061
58 H 7.283 -10.252 -0.863  0.079
59 H 5.937 -9.141 -1.115  0.002
60 Cl 6.736 -6.859 -1.894  0.616
61 C 6.834 -5.662 -3.213  -0.638
62 C 7.026 -6.319 -4.555  -0.662
63 Cl 8.628 -7.085 -4.703  0.546
64 H 7.648 -4.981 -2.981  0.072
65 H 5.898 -5.108 -3.201  0.044
66 H 6.956 -5.567 -5.338  0.074
67 H 6.274 -7.082 -4.733  0.070
68 Cl -7.052 3.440 -5.056  0.563
69 C -5.466 3.856 -4.370  -0.674
70 C -5.505 5.144 -3.587  -0.690
71 Cl -5.763 6.562 -4.630  0.566
72 H -4.750 3.912 -5.186  0.071
73 H -5.180 3.038 -3.709  0.054
74 H -4.554 5.291 -3.080  0.043
75 H -6.298 5.129 -2.842  0.068
76 Cl -2.330 -4.172 -0.618  0.553
77 C -2.602 -3.187 0.842  -0.652
78 C -3.644 -2.133 0.589  -0.628
79 Cl -3.064 -0.893 -0.564  0.586
80 H -1.654 -2.747 1.140  0.055
81 H -2.949 -3.857 1.627  0.079
82 H -3.892 -1.619 1.516  0.064
83 H -4.550 -2.564 0.173  0.071
84 Cl -2.754 1.029 3.479  0.558
85 C -3.129 2.052 4.896  -0.638
86 C -4.255 3.008 4.606  -0.632
87 Cl -3.771 4.235 3.400  0.570
88 H -2.220 2.579 5.173  0.072
89 H -3.412 1.387 5.710  0.080
90 H -4.541 3.541 5.510  0.080
91 H -5.127 2.490 4.217  0.072